[1]
47
Properties=species:S:1:pos:R:3 method="wB97M-V/def2-TZVPD" spin_multiplicity=3 charge=0 e_tot_ha=-3873.61547 max_force_ev_per_a=3.8 de_lowest_ev=1.1516 homo_ev="-8.56 / -8.58"
Mo 0.1960 0.3202 -0.2513
Cl 0.0481 0.0253 -2.4920
C 2.2452 0.5401 -0.1037
C 1.8099 -0.3249 0.8936
C 2.7009 -0.8210 1.8314
Cl 2.1844 -1.8808 3.0963
C 4.0420 -0.4408 1.7647
Cl 5.1601 -0.9864 2.9452
C 4.4831 0.3898 0.7268
Cl 6.1457 0.7976 0.6258
C 3.5775 0.8895 -0.2154
Cl 4.1419 1.9212 -1.4796
C -3.0724 1.4508 2.1458
C -2.2227 2.6801 2.0895
C -2.5985 3.8393 2.7364
C -1.8089 4.9786 2.6844
C -0.6126 4.9633 1.9831
C -0.1998 3.8365 1.2992
C 1.0869 3.8225 0.5423
C -1.0138 2.6656 1.3377
N -0.6166 1.5765 0.6768
H -3.9134 1.5849 2.8210
H -2.4802 0.5964 2.4812
H -3.4738 1.2279 1.1559
H -3.5320 3.8620 3.2772
H -2.1195 5.8700 3.2070
H -0.0037 5.8557 1.9653
H 1.4396 4.8366 0.3796
H 0.9743 3.3258 -0.4284
H 1.8447 3.2756 1.1090
N -0.9179 -1.8304 -0.3715
C -1.9995 -1.8213 -1.3125
C -2.1531 -2.8387 -2.2458
C -3.2240 -2.8055 -3.1307
C -4.1010 -1.7553 -3.0500
C -3.9671 -0.7239 -2.1506
C -2.8936 -0.7535 -1.2755
S -5.6602 -1.8267 -4.0342
O -5.3517 -2.7816 -5.0696
O -6.5175 -2.2937 -2.9603
O -5.8337 -0.4518 -4.4392
H -0.2517 -2.5707 -0.6118
H -1.2682 -2.0275 0.5707
H -1.4455 -3.6537 -2.2925
H -3.3837 -3.5654 -3.8779
H -4.6859 0.0776 -2.1600
H -2.7213 0.0485 -0.5570

***

[2]
21
Properties=species:S:1:pos:R:3 method="wB97M-V/def2-TZVPD" spin_multiplicity=1 charge=+1 e_tot_ha=-651.55485 max_force_ev_per_a=4.3 de_lowest_ev=1.5694 homo_ev=-13.79
C -0.2414 -1.9822 -0.2692
N -0.3146 -0.6766 0.4886
C -1.6523 -0.1046 0.2761
C 0.8199 0.3860 0.1671
C 0.8018 1.3564 1.3536
C 0.5292 0.8992 -1.2917
S 2.4711 -0.4591 0.1991
H 0.7222 -2.4544 0.1370
H -1.0686 -2.6102 -0.1419
H -0.0862 -1.8506 -1.3125
H -0.2987 -0.7976 1.5294
H -1.5729 0.9766 0.5263
H -2.1085 -0.4448 -0.6687
H -2.4353 -0.4561 0.9859
H 1.2874 0.8387 2.1655
H -0.1052 1.8223 1.6574
H 1.3867 2.1442 1.0013
H 0.3421 -0.0568 -1.8947
H 1.4479 1.5126 -1.6945
H -0.4065 1.5212 -1.4301
H 2.1413 -1.1059 -1.0050

***

[3]
21
Properties=species:S:1:pos:R:3 method="wB97M-V/def2-TZVPD" spin_multiplicity=1 charge=0 e_tot_ha=-382.63545 max_force_ev_per_a=5.4 de_lowest_ev=1.7502 homo_ev=-9.38
C 1.7033 0.4536 1.5616
C 0.6443 -0.2863 0.8012
N 0.8630 -0.0901 -0.6871
C -0.7608 0.2652 1.1630
N -1.9120 -0.4556 0.5631
H 1.6402 0.2129 2.7108
H 2.7639 0.3998 1.2680
H 1.5768 1.5410 1.5987
H 0.9219 -1.3236 1.0092
H 1.1958 0.9557 -0.7936
H 1.5635 -0.7894 -1.1175
H -0.9253 1.3313 0.8688
H -0.9783 0.1538 2.2634
H -1.7975 -1.4924 0.4373
H -1.9438 -0.1834 -0.3605
O 2.5989 0.5014 -5.0904
H 2.4137 -0.1970 -5.6348
H 3.6201 0.3881 -4.9228
O -4.6700 -0.4227 1.1625
H -3.7259 -0.6049 1.1175
H -4.7919 -0.3573 2.0816

***

[4]
13
Properties=species:S:1:pos:R:3 method="wB97M-V/def2-TZVPD" spin_multiplicity=1 charge=0 e_tot_ha=-966.63526 max_force_ev_per_a=3.7 de_lowest_ev=0.0000 homo_ev=-8.95
C 1.0061 -1.2965 -1.0961
O 0.0219 -1.1717 -0.0712
P -0.7759 0.3999 0.0588
N 0.6024 1.3324 0.0206
N -1.4474 0.3849 1.6675
S -2.1749 0.9951 -1.1311
H 1.8867 -0.6008 -0.7964
H 0.6587 -0.8938 -2.0028
H 1.4344 -2.3759 -1.0437
H 0.2330 2.2572 0.2264
H 1.5626 1.0123 0.0792
H -0.7910 0.2306 2.3895
H -2.2165 -0.2737 1.6993

***

Q: Which value of charge does entry 3 give?
A: 0

***

Q: What is the charge in the fourth record?
A: 0